[1]
ORCA calculation (wB97M-V/def2-TZVPD) on a cluster of 2 separate species, H3NS2 in total at a distorted geometry.

The LUMO energy (alpha / beta) comes out at -1.87 / -1.40 eV. Its net charge is 0. The HOMO energy (alpha / beta) is -9.0 / -9.2 eV. The maximum force is 2.73 eV/Å. The HOMO-LUMO gap (alpha / beta) comes out at 7.0864 / 7.7539 eV.

CARTESIAN COORDINATES (ANGSTROEM)
N -0.878511 -0.610770 -1.038596
S 0.830198 1.213480 1.897406
S 0.337011 -0.974181 -0.051410
H -0.650932 0.089815 -1.738356
H -1.686796 -0.299106 -0.580431
H 2.049031 0.580762 1.511387

Atomic forces in eV per Å
0.6 1.1 -1.2
1.4 -1.8 -1.5
1.0 0.1 1.5
0.1 -0.4 -0.3
-1.7 -0.1 0.7
-1.4 1.0 0.7



[2]
ORCA calculation (wB97M-V/def2-TZVPD) on the molecule C5H3BrN2 at a distorted geometry.

The LUMO energy comes out at -0.18 eV. Its net charge is 0. The HOMO energy is -10.0 eV. The maximum force is 5.73 eV/Å. Its SMILES is N#CC1=NCC=C1Br. The HOMO-LUMO gap comes out at 9.8174 eV.

CARTESIAN COORDINATES (ANGSTROEM)
C 2.873446 2.481574 0.095862
C 0.890547 -0.612803 -0.035160
C 1.707672 1.711172 0.075167
C 2.098892 -0.073123 -0.014860
C -0.228402 0.511786 -0.043553
N 3.976607 2.802741 -0.099532
N 0.464297 1.756238 0.027569
Br 3.856957 -0.859901 0.022853
H 0.498571 -1.523968 0.110247
H -0.699341 0.347809 -0.895874
H -0.977523 0.638571 0.699659

Atomic forces in eV per Å
2.1 1.2 -0.8
-0.1 4.3 0.9
-0.2 -5.7 -0.4
-0.3 2.1 0.3
4.6 -0.2 2.9
-1.7 -0.2 0.6
0.4 2.5 -0.5
-1.4 0.7 -0.1
-0.5 -3.6 0.0
-2.3 0.0 -4.3
-0.6 -1.0 1.1



[3]
ORCA calculation (wB97M-V/def2-TZVPD) on a cluster of 3 separate species, C2H8BNO2 in total at a distorted geometry.

The LUMO energy comes out at 0.24 eV. Its net charge is 0. The HOMO energy is -9.7 eV. The maximum force is 4.19 eV/Å. Its SMILES is [H]/N=B\O.C=C.O. The HOMO-LUMO gap comes out at 9.9723 eV.

CARTESIAN COORDINATES (ANGSTROEM)
B 0.698246 -0.928629 -0.812486
C -2.434271 0.885444 -0.040960
C -2.418649 -0.255557 0.686610
N 0.128156 -1.548565 -1.731651
O 3.698042 0.855338 1.028643
O 1.167615 -0.255718 0.245994
H 2.777920 1.239162 0.658872
H -3.274562 1.316371 -0.671737
H -1.669738 1.586980 -0.025142
H -1.560877 -0.599715 1.086014
H -3.261416 -1.004883 0.930903
H -0.433743 -1.933887 -2.375694
H 4.508346 1.226109 0.613149
H 2.074930 -0.582453 0.407487

Atomic forces in eV per Å
-1.3 -0.3 -0.6
-2.8 -1.4 0.0
-3.8 0.8 -1.7
2.3 1.7 2.6
-2.4 0.8 -1.0
1.0 -0.4 -0.2
3.7 -0.8 0.9
0.6 -1.1 1.2
2.0 0.6 0.0
3.0 -0.6 1.6
1.0 1.6 -1.1
-1.8 -1.4 -2.3
-1.4 0.0 0.0
-0.2 0.4 0.4



[4]
ORCA calculation (wB97M-V/def2-TZVPD) on a structure of composition H37O18 at a distorted geometry.

The expectation value of S² is 0.756. The LUMO energy (alpha / beta) comes out at -5.57 / -13.43 eV. Its net charge is +2. The HOMO energy (alpha / beta) is -15.8 / -15.8 eV. The maximum force is 6.45 eV/Å. The HOMO-LUMO gap (alpha / beta) comes out at 10.2522 / 2.3937 eV. The multiplicity is 2.

CARTESIAN COORDINATES (ANGSTROEM)
O 0.740221 2.542218 3.948347
H 4.527245 1.472428 -0.388017
H 1.542473 -4.131669 -2.763506
O 0.700564 -3.751605 -2.986300
H 1.451647 2.353798 3.373457
O -0.374816 2.397104 0.228484
H -1.128559 2.513412 0.710481
H 0.228631 1.857138 0.562969
O -2.889232 -1.354002 4.303666
H -2.391687 -1.335299 3.448593
H -3.832120 -1.474246 4.057447
O 4.027337 3.104605 1.642852
H 4.630933 3.504798 2.261902
H 4.113912 2.075492 1.750399
O 1.246274 3.911803 -1.357494
H 0.378461 3.976185 -1.015936
H 1.836021 4.521812 -0.881968
O -1.417848 -4.914477 -2.081487
H -1.497918 -5.723492 -2.563421
H -1.249202 -5.079755 -1.137270
O 3.444545 -2.896723 -2.736621
H 4.277617 -2.939641 -3.191969
H 3.509324 -3.266075 -1.823281
O -4.776976 2.769559 3.145219
H -4.016852 2.653085 2.567816
H 1.062813 3.147178 4.585619
O -2.662598 -2.105250 -1.992757
H -2.539133 -3.115036 -2.009246
H -3.278099 -1.698063 -2.605515
O 0.452054 -0.123252 0.996405
H 0.848724 -0.932964 0.612472
H -0.389251 -0.439264 1.361241
O 1.715482 -1.026854 -2.926672
H 0.954061 -1.591893 -2.688010
H 2.472664 -1.589577 -2.673712
O 4.558093 0.518859 0.018288
H -4.538041 2.022837 3.753100
H 5.388619 0.535484 0.473990
O -5.405992 -2.204559 0.777026
H -5.783921 -3.145337 0.672131
H -6.049345 -1.571403 1.005796
O 1.061525 1.042757 -1.539322
H 1.446084 1.815913 -2.150292
H 0.115377 1.213417 -1.188930
O -2.558316 4.577240 1.778613
H -2.672633 5.512115 2.040995
H -2.880734 4.470924 0.894076
O 3.522767 -2.201593 0.024258
H 4.090601 -2.777461 -0.549616
H 4.194604 -1.402542 -0.043829
O -1.674016 0.186548 -1.229911
H -2.103684 -0.580982 -1.610356
H -1.576600 -0.262715 -0.364414
H 1.282568 -0.023045 -2.226338
H 0.044839 -4.291575 -2.565975

Atomic forces in eV per Å
-2.1 -0.7 -0.1
-0.1 -2.7 1.0
0.6 -0.2 -0.2
0.7 1.3 -0.4
1.5 -0.3 -1.1
-1.4 4.0 -4.9
-2.6 0.0 2.3
3.8 -3.7 3.0
-0.2 0.3 -1.3
-0.8 -0.2 1.1
0.8 -0.1 0.1
-0.5 -3.2 -0.2
0.5 0.1 0.4
-0.1 3.0 -0.2
2.1 0.1 -0.9
-1.2 0.2 0.9
-0.5 -0.3 -0.2
-0.2 1.2 1.2
-0.2 -1.1 -0.2
-0.3 -0.5 -0.6
-0.7 -0.5 1.2
0.7 -0.2 -0.2
0.0 0.3 -1.6
0.5 -1.0 0.7
0.5 0.7 -1.1
0.6 1.1 1.2
0.8 -1.6 0.7
-0.7 2.3 -0.7
-0.4 -1.1 -0.4
-0.2 -1.0 -0.1
0.0 0.7 0.3
0.4 0.1 0.1
-2.3 1.7 1.2
0.1 -0.7 -0.8
0.8 -0.1 0.1
-0.7 2.8 -1.3
-0.8 0.6 0.4
1.0 -0.1 0.4
1.3 -3.2 -0.7
0.4 2.7 0.4
-1.7 0.5 0.3
0.8 0.6 -2.5
-1.7 -1.8 2.3
1.3 -0.1 -1.1
0.3 -0.1 1.4
0.0 -0.4 -0.2
-0.5 0.3 -1.1
3.2 1.4 -1.3
-0.7 0.3 1.5
-2.4 -1.4 0.5
0.3 0.0 1.6
-0.2 -0.5 -1.1
0.3 1.0 -0.3
0.9 0.4 0.3
-0.9 -0.5 0.3



[5]
ORCA calculation (wB97M-V/def2-TZVPD) on a cluster of 2 separate species, C4H8O in total at a distorted geometry.

The LUMO energy comes out at 0.91 eV. Its net charge is 0. The HOMO energy is -8.9 eV. The maximum force is 2.85 eV/Å. Its SMILES is C=CC=C.O. The HOMO-LUMO gap comes out at 9.8345 eV.

CARTESIAN COORDINATES (ANGSTROEM)
C 0.495526 -1.710844 -0.428933
C 0.989178 -0.556779 -0.821391
C 0.080217 0.612848 -1.091246
C 0.335185 1.841100 -0.632738
H -0.592564 -1.784374 -0.378677
H 1.073599 -2.498059 0.040387
H 1.967649 -0.188074 -0.482104
H -0.603951 0.455135 -1.925518
H -0.273365 2.726282 -0.724474
H 1.325155 1.965007 -0.204089
H -1.872527 -0.652529 1.576643
H -1.905665 0.215134 2.810800
O -1.306589 -0.145982 2.159594

Atomic forces in eV per Å
-0.6 -0.4 0.4
-0.1 2.4 1.5
0.7 -0.1 -1.5
0.8 -0.8 -0.2
0.2 -0.5 -0.4
0.0 0.1 -0.2
0.2 -0.8 -0.7
-0.8 -0.1 0.8
-0.2 -0.1 -0.4
-0.3 0.2 0.7
-0.1 -0.1 -0.2
-0.2 0.2 0.3
0.2 0.0 0.0



[6]
ORCA calculation (wB97M-V/def2-TZVPD) on a structure of composition C39H65N3O8P2PdS at a distorted geometry.

The expectation value of S² is 6.058. The LUMO energy (alpha / beta) comes out at -5.94 / -8.70 eV. Its net charge is +2. The HOMO energy (alpha / beta) is -12.1 / -12.9 eV. The maximum force is 1.89 eV/Å. The HOMO-LUMO gap (alpha / beta) comes out at 6.1913 / 4.1701 eV. The multiplicity is 5.

CARTESIAN COORDINATES (ANGSTROEM)
Pd 0.102189 -0.255724 0.457063
C -4.830095 2.417328 -3.124052
C -5.095342 2.279578 -1.629890
C -5.777064 3.552074 -1.136639
O -3.844219 2.107190 -0.911810
P -3.213820 0.706852 -0.532539
O -1.849350 0.954567 -0.007702
C -3.295593 -0.386160 -1.987214
P -2.192782 -1.815625 -1.753011
O -0.841030 -1.476203 -1.258864
O -2.904097 -2.837609 -0.791165
C -4.102459 -3.524355 -1.238747
C -3.851003 -5.018512 -1.121342
C -5.279766 -3.085410 -0.383124
O -2.179467 -2.450453 -3.203793
C -0.961715 -2.896246 -3.842523
C -1.202607 -2.874891 -5.341969
C -0.592025 -4.283563 -3.344392
O -4.190938 -0.082391 0.442895
C -4.610139 0.389763 1.752654
C -5.982721 1.036331 1.645314
C -4.645550 -0.798221 2.702686
H -5.774300 2.581671 -3.637086
H -4.360134 1.537548 -3.552804
H -4.186136 3.276558 -3.295861
H -5.728549 1.405877 -1.429589
H -5.204221 4.419161 -1.453549
H -5.871673 3.581950 -0.055320
H -6.774606 3.617687 -1.563981
H -2.936249 0.160506 -2.857296
H -4.318335 -0.716507 -2.161765
H -4.269250 -3.258880 -2.289457
H -3.654604 -5.278180 -0.084383
H -2.995090 -5.307270 -1.724302
H -4.725435 -5.566589 -1.460583
H -5.158688 -3.468074 0.626693
H -6.204350 -3.480037 -0.795519
H -5.339765 -2.002172 -0.335267
H -0.179008 -2.184655 -3.564470
H -1.952754 -3.614949 -5.606284
H -0.278156 -3.102165 -5.866838
H -1.558166 -1.899507 -5.661136
H -1.372639 -4.994624 -3.611543
H -0.470775 -4.266808 -2.261181
H 0.341113 -4.608779 -3.800941
H -3.881347 1.129388 2.101748
H -6.707300 0.335169 1.238139
H -5.944161 1.915303 1.012687
H -6.307952 1.341516 2.635703
H -5.149379 -1.637257 2.233615
H -5.187217 -0.523485 3.601931
H -3.640545 -1.095473 2.980158
C 2.839531 -1.531535 3.272120
C 1.821555 -1.084434 2.254846
O 1.633167 -1.771138 1.217166
O 1.156747 -0.036864 2.440942
H 3.334662 -2.438088 2.937388
H 2.346788 -1.709987 4.225729
H 3.568444 -0.736484 3.416758
C 0.264211 -5.224217 4.821308
C -0.256160 -3.837887 4.739983
C -0.434845 -2.978487 5.798794
C -0.940607 -1.684675 5.544243
N -1.261353 -1.305778 4.316208
C -1.097668 -2.131970 3.302031
S -1.618464 -1.765095 1.719003
N -0.586657 -3.386544 3.509135
C -1.140358 -0.709812 6.639178
H 0.535976 -5.488917 5.839336
H 1.137874 -5.335776 4.175660
H -0.499596 -5.921518 4.469922
H -0.204068 -3.285314 6.805064
H -0.464087 -3.991421 2.702136
H -0.805307 -1.103413 7.594419
H -2.195976 -0.452248 6.710637
H -0.610041 0.213001 6.410744
C 4.857737 4.696344 0.975425
C 3.571037 3.933510 1.012003
C 2.541701 4.310309 1.878567
C 1.318760 3.631627 1.889500
C 0.226264 4.034810 2.825159
C 1.139875 2.571662 1.028876
C 2.185897 2.095331 0.183695
C 3.397810 2.842794 0.183514
N 1.936607 0.979798 -0.500806
C 2.795765 0.330258 -1.438130
C 4.076208 -0.215945 -0.759092
C 4.918545 -0.963663 -1.785098
C 4.147686 -2.169397 -2.320247
C 2.878960 -1.660941 -3.003797
C 3.240802 -0.751912 -4.176017
C 4.013465 0.449416 -3.632983
C 5.286106 -0.037941 -2.941639
C 3.155896 1.231398 -2.641112
C 2.031061 -0.889042 -1.995488
H 4.842577 5.537271 1.661597
H 5.044277 5.076897 -0.026950
H 5.698518 4.056403 1.237006
H 2.691127 5.147904 2.542409
H 0.487002 4.938347 3.367994
H 0.053130 3.231384 3.540054
H -0.699360 4.203203 2.279231
H 0.169464 2.069868 0.974542
H 4.222984 2.566083 -0.450119
H 3.778064 -0.882666 0.052575
H 4.656999 0.595607 -0.325536
H 5.830148 -1.314339 -1.289629
H 3.887423 -2.841983 -1.500375
H 4.768197 -2.719096 -3.029121
H 2.298826 -2.517536 -3.366064
H 2.335638 -0.416472 -4.686675
H 3.854163 -1.288441 -4.901308
H 4.275900 1.114203 -4.461613
H 5.859501 0.813738 -2.574035
H 5.912532 -0.571629 -3.655101
H 2.231911 1.568330 -3.114928
H 3.697903 2.117611 -2.319569
H 1.768959 -1.553070 -1.161351
H 1.115174 -0.527134 -2.472383

Atomic forces in eV per Å
0.9 -0.3 -0.2
0.1 -0.1 0.3
-0.6 0.3 -0.5
0.2 -0.3 0.1
0.4 -0.5 0.3
-0.5 0.6 -0.3
0.1 -0.2 0.2
0.6 -0.1 0.8
-0.1 -0.2 -1.3
0.0 0.2 0.4
0.3 0.3 0.0
-0.8 -0.6 0.0
0.1 0.4 -0.2
0.3 0.1 -0.2
-0.6 0.4 0.8
0.8 -0.4 -0.6
-0.1 0.1 0.4
-0.2 0.3 0.1
0.3 0.1 -0.4
-0.4 0.3 0.6
0.4 -0.1 -0.1
0.0 0.3 -0.4
-0.1 0.0 -0.1
0.0 -0.1 -0.1
0.0 0.1 -0.1
0.0 0.1 0.0
0.1 0.1 0.0
0.0 0.0 0.1
0.0 0.0 -0.1
0.1 0.0 0.0
-0.1 0.0 0.0
0.0 -0.1 0.1
0.0 0.0 0.1
0.1 -0.1 -0.1
-0.1 -0.1 0.0
0.0 0.0 0.2
-0.1 -0.1 0.0
-0.1 0.1 0.0
0.0 -0.1 -0.1
-0.1 -0.1 -0.1
0.1 0.0 0.0
0.0 0.1 -0.1
0.0 -0.1 0.0
0.1 -0.1 0.1
0.0 0.0 0.0
0.0 -0.1 -0.1
-0.1 -0.1 0.0
-0.1 0.1 0.0
-0.1 0.1 0.1
-0.1 -0.1 0.0
0.0 0.0 0.1
0.1 -0.1 0.2
-0.1 0.0 -0.2
0.3 0.0 0.4
-0.5 -0.3 -0.6
-0.4 0.5 0.1
0.1 0.0 0.0
0.0 0.0 0.1
0.0 0.0 0.1
0.0 -0.2 0.0
0.1 0.1 0.3
-0.2 0.3 -0.4
0.3 -0.9 0.5
-0.3 0.3 -1.4
0.5 -0.7 1.7
-0.1 0.2 -0.7
-0.2 0.6 -0.4
0.0 0.1 0.1
0.0 0.0 0.0
0.0 0.0 0.0
0.0 0.0 0.0
0.1 -0.1 0.0
0.0 0.0 0.1
0.0 0.0 0.0
-0.1 0.0 0.0
0.1 0.0 0.0
0.2 0.0 0.0
-0.1 -0.2 -0.1
-0.1 -0.3 -0.2
0.1 -0.1 -0.2
-0.1 0.0 0.0
-0.1 0.0 0.0
-0.1 0.4 0.2
0.1 0.1 0.0
-1.4 -0.4 0.9
0.5 -0.6 -0.6
-0.1 0.2 0.0
0.3 -0.3 0.1
-0.1 0.2 0.0
-0.1 -0.3 -0.2
0.0 0.1 0.2
0.1 0.1 -0.3
-0.1 0.1 0.0
0.0 0.0 0.2
0.2 0.1 0.1
0.0 0.1 0.1
0.0 0.1 -0.1
0.1 0.0 0.1
0.0 0.1 0.1
-0.1 0.1 0.1
-0.1 0.0 0.1
-0.1 0.1 0.0
0.3 0.3 0.1
0.0 -0.1 -0.1
0.0 0.0 0.0
0.0 0.0 0.1
0.0 0.1 0.0
0.0 -0.1 0.0
0.0 -0.1 0.0
0.0 0.0 0.0
-0.1 0.0 -0.1
0.0 0.0 -0.1
0.0 0.0 0.1
0.1 0.1 0.0
0.1 0.0 -0.1
-0.1 0.0 0.0
0.0 0.1 0.0
0.0 0.1 -0.2
0.0 0.0 0.1



Electronic energy, record by record: -23206.91320; -78252.73851; -8464.44150; -37434.54990; -6323.07152; -95233.43069 eV
Energy relative to the best compared isomer or geometry (same formula, charge and spin), record by record: 199.9; 0.0; 334.8; 239.1; 202.3; 31.7 kJ/mol